Record 1
DFT (ωB97M-V/def2-TZVPD) results for a molecular structure, C19H38BrN4NbO2PS.

The highest occupied orbital energy is -3.77 eV.

```
! wB97M-V def2-TZVPD RIJCOSX def2/J DEFGRID3
* xyz -1 1
Nb 2.59 -0.28 0.93
Br 0.30 -2.64 3.37
S 1.59 -0.37 -2.74
P 3.14 -0.07 -1.55
O -1.08 -1.31 1.40
O 4.57 -0.60 3.44
N 1.36 1.56 -3.99
N 1.74 3.55 1.88
N -2.31 -2.75 -2.04
N -6.53 -0.92 2.53
C -5.24 -2.70 -0.22
C -5.63 -0.24 2.68
C -3.75 -2.71 0.14
C 4.26 -1.84 1.29
C 1.34 2.36 1.97
C 1.24 2.52 -4.58
C 6.53 -0.85 2.04
C -2.94 -2.73 -1.09
C 0.99 -1.88 0.51
C -4.44 0.62 2.85
C 1.08 3.76 -5.34
C 1.07 1.45 0.80
C -0.03 -1.83 1.59
C 1.72 2.61 -7.52
C -4.01 -0.27 5.20
C 5.19 -1.49 2.48
C -3.44 -0.03 3.81
C 0.68 3.45 -6.79
C -5.65 -1.48 -1.04
H 1.18 2.03 -0.14
H -4.34 0.66 5.65
H 4.16 -1.00 -1.91
H -3.25 -0.71 5.85
H 0.53 4.39 -7.32
H -4.85 -0.96 5.17
H -4.77 1.59 3.24
H -3.50 -1.82 0.72
H 6.97 -0.33 2.90
H 3.86 0.99 1.38
H 6.37 -0.09 1.25
H -3.98 0.78 1.88
H -5.50 -3.60 -0.77
H 2.69 3.12 -7.54
H 0.05 1.03 0.84
H 0.45 -1.78 -0.44
H 4.87 0.30 3.23
H 4.91 -1.93 0.39
H -2.56 0.61 3.89
H 3.62 1.23 -1.88
H -3.51 -3.58 0.74
H 5.39 -2.41 3.05
H 1.41 2.44 -8.55
H -5.14 -1.46 -2.00
H 2.12 -0.43 2.70
H 1.49 -2.86 0.54
H 7.18 -1.63 1.63
H -5.82 -2.72 0.71
H -6.72 -1.50 -1.24
H 1.84 3.76 0.88
H 1.17 1.90 2.96
H 3.80 -2.83 1.47
H -0.28 2.92 -6.80
H -3.10 -0.98 3.39
H 1.85 1.64 -7.05
H 2.02 4.32 -5.32
H -5.41 -0.56 -0.50
H 0.31 4.37 -4.86
*
```



Record 2
DFT (ωB97M-V/def2-TZVPD) results for a molecular structure, C19H38KO3Si2.

The highest occupied orbital energy is -3.69 eV.

```
! wB97M-V def2-TZVPD RIJCOSX def2/J DEFGRID3
* xyz -1 1
K -0.91 0.59 0.34
Si -1.72 1.29 -2.79
Si 1.36 0.50 -2.86
O -3.00 2.12 1.90
O -2.28 0.02 2.27
O -0.12 2.01 2.97
C -0.37 0.11 -2.51
C -3.39 0.59 -2.19
C 1.02 -3.13 1.36
C 2.85 -1.55 1.28
C 2.34 -0.97 2.43
C 1.75 1.33 -4.53
C 0.51 -2.57 2.53
C -2.11 1.86 -4.56
C -1.44 2.93 -1.85
C 2.42 -1.06 -2.88
C -0.70 -3.18 3.22
C 1.20 -1.48 3.06
C 2.17 -2.64 0.76
C -0.28 3.42 3.06
C -1.21 -2.36 4.41
C -3.18 0.92 2.19
C 4.12 -1.04 0.65
C 2.13 1.68 -1.58
C -1.85 -3.42 2.24
H -2.15 -2.46 1.79
H 2.07 1.26 -0.57
H -2.09 -2.85 4.84
H -0.25 3.89 2.07
H 3.18 1.86 -1.81
H -0.63 -0.89 -2.88
H -1.00 3.68 -2.52
H 2.31 -1.61 -1.94
H 5.00 -1.40 1.19
H 0.84 -0.98 3.95
H 2.82 -0.10 2.86
H -0.99 1.63 2.78
H -3.86 0.00 -2.99
H -2.36 1.00 -5.19
H -1.51 -1.36 4.08
H -2.38 3.34 -1.48
H -2.72 -3.82 2.77
H -4.09 1.38 -1.92
H -0.76 2.85 -1.00
H 1.25 2.31 -4.60
H 4.15 0.05 0.67
H -1.23 3.68 3.53
H 2.53 -3.11 -0.15
H -1.25 2.36 -5.00
H -1.59 -4.12 1.45
H 0.52 -3.98 0.91
H 0.54 3.81 3.66
H 1.61 2.65 -1.58
H 3.48 -0.85 -3.04
H -0.37 -4.15 3.61
H -3.28 -0.08 -1.33
H -2.96 2.55 -4.59
H -4.21 0.59 2.43
H 2.83 1.50 -4.68
H 1.39 0.71 -5.35
H 4.21 -1.36 -0.38
H -0.46 -2.27 5.20
H 2.09 -1.72 -3.69
*
```



Record 3
DFT (ωB97M-V/def2-TZVPD) results for a molecular structure, C19H38N7O2PtS2.

The highest occupied orbital energy (spin up / spin down) is -9.74 / -9.89 eV.

```
! wB97M-V def2-TZVPD RIJCOSX def2/J DEFGRID3
* xyz 1 1
Pt -1.55 0.42 0.30
S -1.49 -2.09 0.05
S -1.32 1.12 -1.96
O 3.17 0.70 -6.95
O 4.39 -0.12 -5.29
N 1.11 -2.53 -0.07
N -0.89 1.02 2.35
N 1.40 1.19 2.55
N -0.08 -2.67 -2.10
N -3.70 -0.13 1.47
N 0.09 1.32 4.46
N -3.03 2.44 0.42
C -0.21 0.63 -4.36
C 2.37 0.39 -3.41
C 0.16 1.17 3.10
C 1.33 0.54 -2.52
C 1.03 -2.70 1.36
C 1.52 1.25 1.12
C 2.14 0.40 -4.79
C -4.13 2.28 1.36
C -1.08 0.86 5.17
C -1.30 -2.45 -2.84
C 2.43 -2.21 -0.58
C 0.75 2.44 5.10
C -0.03 -2.43 -0.78
C -4.72 0.88 1.22
C 3.33 0.30 -5.68
C 0.91 -3.44 -2.82
C 2.59 0.84 3.30
C 0.83 0.50 -5.25
C 0.02 0.69 -2.99
H -1.97 -3.31 -2.77
H -0.77 0.61 6.19
H 0.92 2.08 0.74
H 1.51 2.86 4.45
H -5.08 0.75 0.20
H 1.22 2.11 6.03
H 2.37 -1.74 -1.55
H -5.58 0.79 1.90
H 1.48 -2.81 -3.51
H -3.39 2.38 -0.54
H -1.84 -1.58 -2.46
H -1.05 -2.29 -3.89
H 3.38 0.30 -3.06
H -1.87 1.62 5.24
H 1.52 0.57 -1.46
H -3.53 -0.23 2.46
H -1.48 -0.04 4.71
H 1.14 0.32 0.66
H 2.56 1.40 0.84
H 3.13 0.03 2.79
H 2.30 1.09 -7.11
H 3.27 1.69 3.38
H 2.32 0.50 4.29
H 0.61 0.45 -6.31
H 0.85 -1.75 1.88
H -3.99 -1.03 1.11
H 0.40 -4.21 -3.40
H -2.58 3.34 0.52
H -4.93 3.02 1.20
H 1.59 -3.94 -2.14
H 0.03 3.22 5.34
H 3.07 -3.10 -0.64
H 1.96 -3.13 1.72
H -3.74 2.43 2.37
H 0.21 -3.38 1.61
H 2.90 -1.51 0.11
H -1.22 0.71 -4.73
H -1.75 1.17 2.86
*
```



| no. | calculated total energy (Ha) |
| --- | --- |
| 1 | -4486.5508 |
| 2 | -2151.5642 |
| 3 | -2196.0373 |